Below is a molecular structure, C5H10CaO2, with properties calculated with wB97M-V/def2-TZVPD.

Properties
energy relative to the best compared isomer or geometry (same formula, charge and spin) = 5.74 kcal per mole

```
18
Properties=species:S:1:pos:R:3:forces:R:3
C 5.25876 1.19474 2.21202 0.4 -0.2 0.2
O 3.96262 1.35713 1.65783 0.1 0.2 -0.2
C 3.03332 0.37702 2.08410 0.3 -0.2 0.3
C 1.83214 0.42053 1.16972 -1.0 -0.1 -1.2
O 0.69195 0.14179 1.95474 0.3 -0.6 0.5
C -0.48627 -0.00794 1.30278 -0.4 1.3 -0.5
C -1.65163 0.28861 1.88181 0.1 0.7 -0.5
H 5.21758 1.17826 3.31146 0.0 0.0 -0.2
H 5.70508 0.25859 1.84895 -0.1 0.2 0.0
H 2.79655 0.51378 3.15158 -0.3 0.2 -0.4
H 3.49107 -0.62356 2.02664 0.0 0.3 -0.1
H 2.00542 -0.25330 0.31866 -0.3 -0.9 0.5
H 1.58240 1.29126 0.54426 0.8 0.8 0.9
H -0.39248 -0.06008 0.21193 -0.1 -1.0 0.3
H -1.69250 0.91194 2.77562 0.1 -0.9 0.2
H -2.56415 0.21940 1.29280 0.3 -0.1 0.1
H 5.86375 2.05059 1.88818 -0.1 -0.2 0.1
Ca 3.44386 3.69070 1.19631 0.0 0.2 -0.1
```
Positions in Å, forces in eV/Å.